19
Properties=species:S:1:pos:R:3:forces:R:3 method="wB97M-V/def2-TZVPD" gap_ha=0.3387 multiplicity=1 relative_energy_kcal_mol=68.16 homo_ha=-0.3080
C -1.16996 -1.38856 -0.04697 1.7 -4.5 -0.1
C 1.27719 0.27746 -0.60779 -0.9 -2.3 -1.3
C 2.11533 -0.99613 -0.16088 0.2 -0.2 -0.4
C -1.39655 0.05138 -0.14814 -1.3 2.3 -2.6
C 0.06697 0.16450 0.36060 1.2 2.6 2.8
C -2.59407 0.86314 0.45970 3.4 0.6 1.3
N 1.18675 -1.94447 0.61058 1.1 -0.1 -1.1
N -0.01158 -1.25039 0.73078 -1.3 1.8 -0.1
O -1.46658 -2.45723 -0.56522 -0.9 1.5 0.2
H 1.98531 1.11677 -0.67210 -0.9 0.1 0.4
H 0.80752 0.10098 -1.63962 1.1 0.2 1.1
H 2.51190 -1.50560 -1.12804 -0.2 0.7 2.1
H 2.90035 -0.66411 0.60732 -0.8 -0.6 -1.5
H -1.51695 0.29452 -1.28071 0.7 -0.4 1.7
H 0.27672 0.85030 1.28982 -0.7 -1.0 -1.5
H -2.78491 0.54302 1.53014 -0.3 0.4 -1.5
H -3.37309 0.83584 -0.27864 -0.8 0.1 0.4
H -2.07385 1.89633 0.49806 -1.5 -1.2 0.0
H 0.96518 -2.78339 0.06385 0.2 0.3 0.0


147
Properties=species:S:1:pos:R:3:forces:R:3 method="wB97M-V/def2-TZVPD" gap_ha=0.2837 total_charge=-1 multiplicity=1 homo_ha=-0.2263
C 8.64823 -5.43331 -18.00924 0.6 -3.6 -4.3
F 8.18912 -4.45275 -18.70254 -0.7 2.6 -0.3
F 9.16875 -5.10959 -16.89496 0.5 0.7 1.9
F 7.65231 -6.30570 -17.91243 -0.6 -0.5 1.3
S 9.94804 -6.26574 -19.20317 -0.1 1.4 -0.9
O 10.70090 -5.10420 -19.66038 -1.0 -0.6 -0.2
O 10.73043 -7.17435 -18.41469 -0.8 -0.6 0.3
N 8.88594 -6.98636 -20.45603 1.8 3.4 3.0
S 9.76496 -8.05905 -21.12243 0.4 -3.8 -0.4
O 11.22156 -7.94945 -21.06149 -1.5 0.6 -0.8
O 9.24391 -9.34928 -20.70632 0.3 -0.2 -0.8
C 9.23308 -7.98925 -23.00745 1.4 0.7 0.2
F 10.31221 -8.37732 -23.70822 0.1 -0.8 0.0
F 8.19284 -8.71432 -23.43319 0.2 0.2 0.8
F 9.05821 -6.72626 -23.38545 -0.7 0.5 0.2
C 4.51921 3.56165 -17.05421 2.5 -2.6 -0.9
O 4.46187 3.15950 -18.16030 -1.2 -0.6 -4.3
N 3.80818 4.37634 -16.41989 -5.4 4.7 2.4
N 5.47473 3.15506 -16.26504 5.0 -2.2 2.7
H 4.17913 4.69948 -15.53779 -0.9 0.3 -0.3
H 2.88718 4.55854 -16.79230 0.1 0.5 0.5
H 6.26747 2.71124 -16.70628 -0.3 -0.2 0.2
H 5.40101 3.08324 -15.26030 0.0 0.1 -0.4
C 1.14724 -2.55481 -16.72605 3.7 3.5 -6.5
O 1.41603 -2.41483 -18.00848 -0.7 -0.5 4.9
N 1.79167 -1.89071 -15.75882 1.7 1.4 0.7
N 0.17402 -3.24964 -16.32699 -4.1 -3.4 1.1
H 2.37536 -1.13064 -16.07772 0.0 -0.3 0.1
H 1.50195 -1.86777 -14.79153 -0.1 -0.1 -0.4
H -0.03465 -3.33828 -15.34277 -0.3 -0.3 -0.5
H -0.32443 -3.68551 -17.08967 -0.3 -0.3 0.6
C 7.29469 -0.94221 -23.14651 1.3 -4.1 3.3
O 6.19751 -1.35217 -23.09661 -5.0 -1.8 -0.8
N 8.29194 -1.64387 -22.59782 1.6 -2.5 0.6
N 7.61464 0.21405 -23.45028 1.9 8.5 -3.2
H 7.91575 -2.49994 -22.21608 0.7 -0.1 0.2
H 9.18520 -1.29158 -22.28466 -0.4 -0.1 -0.1
H 8.57786 0.49444 -23.56724 -0.4 0.1 0.0
H 6.87137 0.83173 -23.74380 0.4 0.0 -0.1
C 11.49362 -16.10531 -23.28671 -0.9 2.5 -1.2
O 11.42723 -14.98780 -23.73396 0.3 1.8 -1.0
N 12.10046 -17.08659 -23.85275 2.8 -3.5 -2.1
N 10.80270 -16.44160 -22.24569 -2.6 -0.6 4.1
H 12.49044 -16.92669 -24.77060 0.3 -0.3 0.5
H 12.29091 -17.89479 -23.27773 0.3 -0.1 -0.8
H 10.67789 -17.40100 -21.95575 -0.2 0.4 -0.1
H 10.06101 -15.77170 -22.09994 0.1 -0.3 0.7
C 3.38330 -14.23415 -24.52948 1.5 -1.9 1.5
C 3.25776 -15.37402 -25.52540 -2.1 0.6 -2.3
O 4.14775 -15.22102 -26.63895 1.2 0.6 0.6
O 3.46510 -12.94825 -24.94352 -0.5 2.1 -1.5
H 4.29761 -14.45855 -23.98014 0.2 -0.2 0.6
H 2.54685 -14.22007 -23.83072 -0.1 -0.6 0.0
H 2.29941 -15.23864 -26.02674 -0.7 0.0 0.2
H 3.15348 -16.36958 -25.09404 0.8 0.0 0.4
H 4.38097 -15.99608 -27.15519 -0.4 -0.3 0.5
H 4.25229 -12.75725 -25.45874 0.1 -0.3 -0.1
C 16.20626 -2.68668 -23.12493 -2.2 0.5 -2.1
C 16.10566 -3.70851 -24.29987 0.0 -0.3 1.3
O 15.01741 -4.66949 -24.22137 1.0 1.2 -0.2
O 16.74642 -3.10857 -21.96030 1.9 -1.5 1.8
H 15.19071 -2.34046 -22.93292 -0.2 0.3 -0.3
H 16.77987 -1.85679 -23.53766 0.2 0.3 0.1
H 17.07061 -4.21353 -24.34383 0.1 -0.3 -0.1
H 16.02236 -3.12240 -25.21509 -0.4 -0.2 0.0
H 15.20118 -5.25353 -23.48196 0.0 -0.1 0.1
H 16.20707 -3.05217 -21.16814 -0.4 0.1 -0.5
C 16.92511 -12.23172 -24.76461 0.9 0.0 0.0
C 17.98542 -12.78194 -23.77978 1.0 1.9 -0.6
O 17.36724 -13.58131 -22.87867 -1.0 -1.9 1.8
O 16.33155 -13.38957 -25.40102 -0.2 0.9 0.6
H 17.22155 -11.51190 -25.52755 0.8 -0.3 -0.2
H 16.21391 -11.62113 -24.20831 -0.4 -0.5 0.4
H 18.52240 -12.09188 -23.12895 -0.5 1.4 -0.3
H 18.89758 -13.20726 -24.19831 -0.4 -0.9 -1.1
H 16.49661 -13.85656 -23.17506 0.1 -0.2 -0.3
H 15.39351 -13.28664 -25.22474 -0.2 -0.3 -0.3
C 14.01354 -7.67696 -30.00111 -0.8 0.1 2.9
C 14.91473 -7.56824 -31.16071 0.1 0.2 -0.1
O 15.99732 -6.64552 -31.00648 -0.6 -0.1 0.1
O 13.45423 -6.40268 -29.67395 0.1 0.1 -0.4
H 14.49911 -8.13080 -29.13719 0.5 0.3 0.3
H 13.17026 -8.35983 -30.10435 0.0 -0.2 -1.0
H 14.17726 -7.23287 -31.88993 1.0 0.0 -1.1
H 15.43198 -8.51878 -31.29122 -0.9 -0.5 -0.8
H 16.61383 -7.15807 -30.47847 0.4 0.4 0.1
H 13.48723 -6.21066 -28.73393 0.1 -0.2 0.0
C 7.67312 -9.26723 -10.28212 -2.8 -0.1 -0.1
C 6.88872 -7.91315 -10.19601 3.7 1.4 -1.2
O 5.93252 -7.82306 -9.24726 -2.9 -1.1 0.9
O 7.68750 -9.78326 -8.95093 1.1 0.0 0.5
H 8.58782 -9.25548 -10.87482 0.5 0.4 0.9
H 7.08341 -10.01072 -10.81837 -0.4 0.2 -0.5
H 6.64228 -7.50554 -11.17644 -0.8 -0.6 -0.2
H 7.53909 -7.11481 -9.83856 1.4 -0.1 -0.4
H 6.04672 -8.60207 -8.69799 -0.1 0.0 0.5
H 6.99958 -10.44708 -8.86306 0.2 -0.1 -0.2
C 14.95635 -12.30967 -15.79812 1.7 1.9 1.0
C 14.69597 -13.59749 -16.47003 -1.4 1.0 -0.2
O 14.95977 -14.59783 -15.55391 -0.1 -1.9 0.2
O 16.22214 -12.30226 -15.08832 0.1 0.8 -0.1
H 14.24546 -12.00413 -15.03040 -0.4 -0.8 0.0
H 14.95182 -11.43805 -16.45261 0.2 -0.2 -0.5
H 15.11937 -13.69062 -17.47011 0.6 -0.2 0.1
H 13.61890 -13.54479 -16.62894 -0.2 -0.6 -0.2
H 15.90282 -14.73548 -15.43859 -0.1 0.0 -0.2
H 16.74715 -13.10477 -15.13238 -0.4 0.0 -0.3
C 16.47112 -0.92143 -12.23238 -2.0 -0.7 -1.1
C 15.50148 -0.73628 -13.46816 0.5 1.7 -1.2
O 14.11344 -0.85811 -13.14183 0.2 -1.4 1.2
O 16.50062 0.15737 -11.38622 0.2 1.8 1.0
H 17.52597 -1.13213 -12.40840 -0.3 -0.2 -0.8
H 16.03007 -1.76637 -11.70356 0.1 -0.5 0.0
H 15.85490 -1.22982 -14.37349 -0.3 -1.6 0.3
H 15.46680 0.23806 -13.95554 1.2 1.0 0.8
H 13.53377 -0.51120 -13.82391 0.4 0.0 -0.2
H 15.62169 0.45585 -11.14126 -0.2 -0.2 -0.1
C 1.25602 -7.79934 -20.88158 1.6 -1.2 -0.2
C 2.79049 -7.74066 -20.41099 -2.5 1.5 0.8
O 3.46549 -6.61428 -20.96135 0.0 -1.1 -0.2
O 0.73429 -6.54353 -21.18263 0.1 0.8 -0.1
H 0.64213 -8.22564 -20.08817 0.3 -0.4 0.4
H 1.17159 -8.46674 -21.73922 0.0 -0.1 -0.3
H 3.36652 -8.66214 -20.49566 -0.4 -0.2 -0.4
H 2.66147 -7.51984 -19.35142 0.3 -0.2 0.4
H 4.36875 -6.87015 -20.76074 0.5 0.7 -0.3
H -0.12994 -6.69797 -21.57103 0.0 0.2 0.0
C 9.12900 -12.69607 -30.53547 0.7 3.1 -0.8
C 8.25303 -11.43111 -30.70413 -0.8 0.5 2.5
O 6.83623 -11.59883 -30.52283 -0.4 -0.7 -1.1
O 9.20298 -13.25374 -31.79417 -0.4 -2.4 -1.3
H 8.97215 -13.31211 -29.65005 -0.5 -0.3 -0.2
H 10.15429 -12.32793 -30.49858 0.1 0.3 1.0
H 8.40425 -10.92290 -31.65647 0.1 -0.5 -0.1
H 8.42296 -10.68918 -29.92388 1.1 0.1 0.1
H 6.64644 -12.27832 -29.87179 0.2 0.0 0.1
H 8.38093 -13.70506 -31.99943 -0.1 0.0 -0.2
C 5.15109 -14.72147 -15.62981 2.1 0.8 0.1
C 6.41234 -13.82235 -15.67497 0.7 0.3 -1.1
O 6.11593 -12.48732 -16.01193 -1.3 0.9 -0.4
O 4.52558 -14.91888 -16.92384 0.3 0.6 2.1
H 4.61859 -14.20465 -14.83141 -1.3 -0.3 -0.4
H 5.51416 -15.66575 -15.22404 -0.3 -0.2 -0.2
H 7.09438 -14.15669 -16.45672 0.2 -0.7 0.1
H 6.95762 -13.67626 -14.74254 -0.1 -1.3 0.5
H 6.92798 -12.03684 -16.25537 0.0 0.0 -0.1
H 3.88199 -14.20663 -16.91550 -0.2 0.1 -0.7


17
Properties=species:S:1:pos:R:3:forces:R:3 method="wB97M-V/def2-TZVPD" smiles="C[C@H]1C[C@H]1CC=O" gap_ha=0.3346 multiplicity=1 relative_energy_kcal_mol=76.95 homo_ha=-0.2969
C -2.00310 -0.25730 0.12093 0.0 -0.1 -0.1
C -1.02775 0.71687 -0.51699 -0.3 0.3 0.1
C -0.13900 1.41756 0.43384 -0.8 0.0 0.5
C 0.39469 0.36608 -0.82214 0.3 0.5 1.1
C 0.91493 -0.96799 -0.33038 0.1 0.1 0.1
C 2.36941 -0.90232 0.05263 0.2 0.3 0.2
O 2.97287 0.13002 0.23243 -0.2 -0.5 0.0
H -2.84656 0.31210 0.52661 0.1 -0.1 -0.1
H -1.56608 -0.81350 0.95715 0.0 0.1 -0.2
H -2.39637 -0.97677 -0.60102 0.0 0.0 0.0
H -1.51350 1.35798 -1.24947 0.0 0.0 0.0
H -0.07126 2.50238 0.30993 0.5 -0.4 0.0
H -0.03635 1.05723 1.44722 -0.2 -0.1 0.1
H 1.05521 1.23993 -0.36530 0.3 -0.5 -1.7
H 0.80446 -1.73458 -1.11573 0.0 0.3 0.1
H 0.39776 -1.39992 0.54436 0.1 0.0 -0.1
H 2.87013 -1.88058 0.20792 0.0 0.1 0.0


16
Properties=species:S:1:pos:R:3:forces:R:3 method="wB97M-V/def2-TZVPD" gap_ha=0.4063 total_charge=+1 multiplicity=1 relative_energy_kcal_mol=15.60 homo_ha=-0.5214
C -1.56217 -1.19374 -0.59025 0.1 0.8 0.2
N -1.01035 0.05677 -1.21604 0.2 0.7 -0.7
H -2.51586 -0.93304 -0.14318 -0.1 -0.3 -0.1
H -1.64600 -1.94614 -1.36281 -0.1 -0.1 0.1
H -0.86516 -1.48063 0.18952 0.0 -0.2 0.0
H -1.14854 0.07879 -2.22261 0.1 -0.4 -0.2
H 0.01721 0.15341 -1.02827 -0.1 -0.5 0.2
H -1.43375 0.94136 -0.92281 0.0 -0.4 0.6
N 1.64148 0.13705 -0.09043 -0.1 -0.3 -0.5
C 1.21345 0.36967 1.26902 -0.4 0.2 0.5
O 0.09040 1.24290 1.17424 0.5 -0.8 -1.2
H 1.77694 0.98089 -0.63440 0.1 0.6 0.5
H 2.55506 -0.28823 -0.07766 0.1 -0.5 -0.2
H 0.88343 -0.56173 1.73708 0.1 -0.2 -0.3
H 2.00274 0.74843 1.92928 -0.1 0.4 -0.2
H 0.00113 1.69424 1.98933 -0.3 0.8 1.3


8
Properties=species:S:1:pos:R:3:forces:R:3 method="wB97M-V/def2-TZVPD" smiles="S=C(S)C(Cl)(Cl)Cl" gap_ha="0.2552 / 0.2552" multiplicity=1 relative_energy_kcal_mol=45.19 homo_ha="-0.3320 / -0.3320"
S 0.43423 -1.46237 1.82877 -1.8 3.1 -3.9
C -0.15540 -0.09292 0.49731 1.6 -3.1 4.5
S -0.52325 1.40718 1.18479 -0.5 -0.1 -1.0
C 0.09751 -0.18454 -0.93459 0.1 0.4 -3.0
Cl -0.27509 -1.67579 -1.83510 -0.6 0.4 0.9
Cl 1.83606 0.01658 -1.12996 0.3 0.5 0.0
Cl -0.78521 1.26383 -1.91071 0.9 -1.5 1.2
H -0.62884 0.72803 2.29948 0.0 0.1 1.3


46
Properties=species:S:1:pos:R:3:forces:R:3 method="wB97M-V/def2-TZVPD" gap_ha=0.2112 total_charge=-1 multiplicity=1 relative_energy_kcal_mol=10.30 homo_ha=-0.1128
O 4.04688 28.30439 42.25065 2.5 2.0 -0.8
H 3.24509 27.88694 42.35434 -3.0 -1.7 0.3
C 4.40899 27.85259 46.11099 2.5 -1.3 0.8
S 4.29825 26.72153 44.68715 4.6 -0.2 1.0
O 5.39506 25.65432 45.07645 -2.3 1.3 -0.6
C 2.73761 25.96672 44.95534 1.5 -0.2 2.8
H 5.34503 28.48910 46.24348 -0.6 -1.5 -0.8
H 4.29712 27.23240 47.01517 -0.2 0.4 -0.2
H 3.73601 28.59987 45.97934 -2.8 2.0 -0.1
H 2.83021 25.19774 45.71706 -0.2 0.5 1.0
H 2.80239 25.36168 44.15497 -1.0 -1.8 -3.5
H 1.96638 26.67031 45.03725 -1.3 0.6 -0.1
C 2.02560 32.25527 42.80587 -1.9 0.4 1.9
S 2.66266 30.93407 43.83510 -0.2 -0.6 0.7
O 2.62971 31.42900 45.24743 0.0 0.1 0.2
C 1.21300 29.80423 43.71177 -1.5 1.2 1.0
H 2.51778 33.20968 43.03966 0.5 -0.6 -0.8
H 0.96397 32.45544 43.03336 0.2 -0.2 0.4
H 1.95322 31.78211 41.87485 0.8 0.2 -2.1
H 1.39889 28.92030 44.32095 0.4 0.0 -0.3
H 0.98508 29.55421 42.68689 0.2 -0.3 -0.3
H 0.26067 30.27239 44.18427 1.7 -0.3 -0.7
C -0.70741 26.74556 43.65121 -2.2 0.2 -0.2
C -2.18851 26.62079 43.53079 0.3 -0.3 -3.3
C -2.73001 26.32417 42.23493 1.9 -0.3 2.3
C -1.91242 26.07112 41.12096 -0.3 -0.2 -0.9
C -0.54591 26.18408 41.18965 1.7 1.7 1.1
C 0.17002 26.60444 42.56634 -8.5 -2.1 -3.1
H -0.51311 27.03694 44.68140 1.1 0.0 -0.3
H -3.01175 26.80946 44.27720 1.8 -0.2 -0.2
H -3.76225 26.11323 42.14761 -1.1 0.2 -0.1
H -2.40455 25.79521 40.13284 0.7 0.4 1.4
H -0.02965 26.18505 40.12837 -0.4 -0.2 2.7
H 1.11110 26.76028 42.33740 4.9 0.9 0.3
C 1.84598 29.45777 37.78465 0.9 2.5 0.9
C 3.04460 29.61524 38.79763 -3.3 0.9 -2.0
C 3.65791 30.85827 38.94596 0.8 0.2 1.1
C 3.32789 32.03890 38.23412 -2.2 -4.2 -2.2
C 2.45937 31.92766 37.16576 -3.2 -1.7 -1.7
C 1.57810 30.63696 36.95293 3.9 -0.5 3.2
H 1.05065 28.55354 37.81054 2.4 2.1 -0.1
H 3.20412 28.86915 39.55740 0.4 -0.4 0.0
H 4.47875 31.06926 39.71695 -1.4 -1.1 -0.8
H 3.66451 32.93408 38.54064 1.6 3.0 0.7
H 2.21924 32.79007 36.43037 0.4 -1.4 1.6
H 0.80683 30.51644 36.22398 -0.3 0.6 -0.5


Computed max |F| (eV/Å) in order:
4.79 9.29 1.78 1.53 5.66 9.28
Computed E_tot (a.u.) in order:
-419.27787 -5030.95992 -309.71974 -267.29983 -2253.65045 -1646.47063